ORCA calculation (wB97M-V/def2-TZVPD) on an isolated molecule of C4H8N2S at a distorted geometry.

Properties
Highest occupied orbital energy   -0.336 hartree
LUMO   0.02227 hartree
Total charge   0
Calculated total energy   -18092.5490 eV
Gap between HOMO and LUMO   9.758 eV
Energy relative to the best compared isomer or geometry (same formula, charge and spin)   1.193 eV

Geometry as XYZ:
```
15
Properties=species:S:1:pos:R:3:forces:R:3
C 0.5137 -0.0445 -2.2444 -0.3 0.1 0.3
S -0.9485 0.1000 -1.1788 0.3 -0.2 0.3
C -0.2019 -0.5023 0.3798 -0.6 -0.3 -0.6
C -1.2961 -0.6634 1.4273 0.1 0.0 -0.2
N 0.8772 0.3703 0.8046 0.6 -0.8 0.5
C 0.8298 1.6890 0.7430 0.0 -0.1 -0.1
N 0.9016 2.8304 0.6667 -0.1 1.0 0.0
H 0.1858 0.2145 -3.2460 0.1 0.0 -0.1
H 0.8857 -1.0652 -2.2199 0.1 0.0 -0.1
H 1.2751 0.6535 -1.9104 0.1 0.0 -0.1
H 0.2501 -1.4798 0.1536 -0.1 0.3 0.1
H -0.8720 -1.0171 2.3670 0.0 0.0 0.0
H -1.7990 0.2859 1.5994 0.0 0.1 0.1
H -2.0275 -1.3871 1.0777 -0.1 -0.1 0.0
H 1.4260 0.0158 1.5804 0.0 0.0 -0.2
```
Forces are in eV/Å.

Atomic partial charges in e from the natural (NBO) method, atoms 1 to 8: C -0.737; S 0.207; C -0.151; C -0.632; N -0.675; C 0.410; N -0.375; H 0.235